{"formula": "C3H10N3", "method": "ωB97M-V/def2-TZVPD", "elements": ["N", "C", "N", "H", "H", "H", "H", "H", "C", "C", "N", "H", "H", "H", "H", "H"], "positions_angstrom": [[-0.388735, -0.349912, 1.798136], [-1.006810, -1.336532, 1.148144], [-1.087035, -1.484113, -0.160724], [0.197986, 0.383185, 1.341355], [-0.371258, -0.463301, 2.801426], [-1.378441, -2.155244, 1.791250], [-1.599315, -2.291357, -0.509106], [-0.828198, -0.773788, -0.842723], [0.138019, 1.018223, -1.995368], [1.049156, 0.677312, -1.076287], [1.254061, 1.394504, 0.165180], [-0.543753, 1.857887, -1.855282], [0.096456, 0.551027, -2.986045], [1.680086, -0.219859, -1.173822], [0.910691, 2.339298, 0.052553], [2.251534, 1.525322, 0.249198]], "atomic_forces_ev_per_a": [[-0.75, -1.17, -0.75], [1.12, 0.38, 0.57], [-0.72, -0.44, 0.56], [-0.19, -0.17, 0.04], [0.12, 0.29, -0.07], [-0.07, 0.55, -0.61], [0.22, 0.32, 0.13], [0.24, 0.15, 0.22], [0.19, -0.08, -0.13], [-0.16, 0.24, 0.03], [-0.11, -0.39, -1.12], [0.32, -0.02, 0.04], [-0.02, -0.16, 0.63], [-0.16, 0.60, -0.12], [-0.39, 0.15, 0.09], [0.35, -0.25, 0.49]], "homo_energy_ev": -13.4, "total_charge": 1, "de_lowest_kj_mol": 105.4}

***

{"formula": "C3H10N3", "method": "ωB97M-V/def2-TZVPD", "elements": ["N", "C", "N", "H", "H", "H", "H", "H", "C", "C", "N", "H", "H", "H", "H", "H"], "positions_angstrom": [[-1.257486, 2.108787, 0.281696], [-0.902811, 1.966567, -1.022066], [-0.002365, 1.078441, -1.362543], [-0.842113, 1.431707, 0.894868], [-1.781464, 2.910884, 0.578211], [-1.488740, 2.491608, -1.747043], [0.311427, 1.057051, -2.279810], [0.206375, 0.276489, -0.580397], [1.294502, -1.877453, -0.123004], [-0.112586, -1.234819, 1.589465], [0.197530, -1.011286, 0.346066], [0.963254, -2.890417, -0.393121], [2.107855, -1.930641, 0.601971], [1.777217, -1.442680, -1.015487], [-1.139844, -1.487592, 1.889515], [0.669255, -1.446652, 2.341676]], "atomic_forces_ev_per_a": [[0.90, -0.72, -3.02], [-0.65, -0.43, 2.59], [-0.81, -1.36, 4.00], [-0.09, 0.72, 0.73], [-0.39, 0.00, 0.36], [0.31, 0.82, -0.52], [0.64, -0.51, -2.02], [-0.20, 3.00, -3.13], [1.31, 0.44, -2.45], [-0.41, -0.88, -1.35], [0.71, -2.33, 3.74], [-0.27, 0.18, 0.35], [-0.28, -0.09, 0.66], [-0.60, -0.06, 0.20], [-0.19, 0.67, -0.04], [0.02, 0.55, -0.09]], "homo_energy_ev": [-19.5, -19.4], "total_charge": 2, "multiplicity": 2, "s2": 0.755, "de_lowest_kj_mol": 314.8}